# 1
Entry from OMol25: a cluster of 3 separate species, C28H49BN4O2P2S in total (ωB97M-V/def2-TZVPD).

```
87
Properties=species:S:1:pos:R:3:forces:R:3
C 1.2556 0.9407 3.8228 -0.25 0.39 -0.34
C 2.5761 1.5761 4.1981 0.79 -0.23 0.57
N 3.1535 1.1333 5.2443 -0.21 0.08 -0.24
C 3.2434 2.7144 3.3967 -1.01 -0.12 -0.66
C 2.2769 3.3503 2.3973 1.39 -0.24 1.16
C 1.5031 4.4102 2.8134 -0.34 0.26 -0.15
C 0.6058 4.9592 1.9187 0.05 0.30 0.66
C 0.5125 4.4364 0.6447 -1.52 1.01 -0.79
C 1.2711 3.3871 0.2207 0.39 -0.49 -0.06
C 2.1697 2.8298 1.1197 1.05 -0.09 -0.27
P 3.0896 1.3914 0.4568 -2.11 -1.40 -0.55
N 2.0114 0.4091 -0.1651 0.56 0.35 -0.37
S -0.7048 5.2155 -0.4133 -0.02 -0.12 -0.21
C -2.0199 5.4068 0.7800 1.72 -0.24 -0.77
C -3.3217 5.1694 0.4559 -0.15 0.02 0.08
C -4.3039 5.3034 1.4315 -1.10 0.14 -0.93
C -5.7326 4.9821 1.0194 0.36 -0.75 0.31
B -6.0997 3.5147 1.5540 0.10 0.52 0.21
O -7.4112 3.1005 1.7578 0.45 0.14 -0.82
O -5.0435 2.6278 1.7658 -0.46 0.12 0.22
C -3.9145 5.6800 2.7049 -0.17 0.41 0.83
P -5.0741 5.8458 4.0989 -1.33 -0.46 -0.54
N -6.5988 5.9668 3.7298 0.44 -0.10 0.23
C -2.5776 5.9228 2.9979 0.03 0.20 0.81
C -1.6108 5.7898 2.0437 0.17 0.18 -0.10
N -0.2344 6.0240 2.2965 -0.38 -0.30 0.17
H 0.7891 1.3518 2.9238 0.21 0.01 0.07
H 0.5544 1.1155 4.6446 0.12 -0.20 -0.03
H 1.3641 -0.1341 3.6641 0.09 0.10 0.19
H 4.0267 1.6350 5.4154 -0.02 -0.04 0.02
H 4.0815 2.3267 2.8147 0.10 -0.12 0.40
H 3.6400 3.4413 4.1092 -0.12 0.01 -0.13
H 1.5515 4.8319 3.8139 0.20 -0.25 0.00
H 1.1848 2.9790 -0.7801 -0.19 0.02 0.09
H 3.7246 0.6830 1.5050 0.41 0.81 0.01
H 4.0370 1.7778 -0.5169 0.35 0.38 0.64
H 2.1935 0.2623 -1.1537 -0.22 -0.18 0.07
H -3.5589 4.8809 -0.5619 -0.13 -0.05 0.13
H -6.4593 5.7227 1.3435 0.01 -0.08 -0.08
H -5.7477 4.8783 -0.0776 -0.08 0.21 0.14
H -7.6536 2.5824 0.9770 -0.37 -0.24 0.40
H -4.7055 2.6759 2.6659 0.20 -0.22 -0.12
H -4.5948 6.9543 4.8408 0.45 -0.36 -0.06
H -4.8889 4.6681 4.8746 0.63 0.43 0.17
H -7.1035 5.1898 4.1459 -0.25 0.20 -0.14
H -2.2852 6.2192 4.0067 -0.09 -0.01 -0.08
H -0.1134 6.2758 3.2694 0.21 0.03 -0.08
C 3.9034 -5.4626 -3.5680 0.15 0.02 -0.03
C 4.6456 -4.7495 -2.4414 -0.12 -0.09 0.00
C 3.7443 -3.8504 -1.5969 0.10 0.07 0.06
C 3.0881 -2.6917 -2.3479 -0.13 0.00 -0.06
C 4.0527 -1.7335 -3.0455 -0.02 0.01 0.10
C 4.9930 -1.0181 -2.0810 0.09 0.05 -0.17
H 3.4881 -4.7559 -4.2885 -0.04 -0.02 0.01
H 4.5805 -6.1244 -4.1110 -0.05 -0.01 -0.02
H 3.0862 -6.0699 -3.1728 -0.03 0.03 -0.02
H 5.4787 -4.1747 -2.8561 -0.01 0.02 0.02
H 5.0908 -5.5035 -1.7863 0.04 0.04 0.00
H 4.3268 -3.4562 -0.7589 -0.03 0.01 0.01
H 2.9532 -4.4614 -1.1499 0.02 -0.01 0.01
H 2.4783 -2.1232 -1.6380 0.02 -0.01 0.01
H 2.3890 -3.0872 -3.0912 0.02 -0.01 -0.01
H 3.4662 -0.9833 -3.5840 0.00 -0.03 -0.04
H 4.6378 -2.2638 -3.8025 -0.02 -0.01 0.00
H 4.4214 -0.4575 -1.3380 0.04 -0.11 0.04
H 5.6295 -0.3137 -2.6210 0.02 0.00 0.05
H 5.6466 -1.7178 -1.5580 -0.02 0.02 0.04
C -0.2591 -5.2579 -0.6013 0.08 -0.10 -0.06
C -0.0907 -5.1049 -2.1097 -0.01 0.09 0.11
C -1.1824 -4.2566 -2.7589 0.02 0.00 -0.11
C -2.5995 -4.8183 -2.6374 -0.03 -0.01 0.09
C -2.7928 -6.2223 -3.2083 -0.04 0.06 -0.09
C -2.5241 -6.3105 -4.7075 0.01 -0.12 0.08
H -1.1819 -5.7829 -0.3489 0.00 0.03 0.02
H 0.5694 -5.8326 -0.1823 -0.02 0.02 0.05
H -0.2725 -4.2826 -0.1101 -0.03 -0.01 0.00
H -0.0453 -6.0934 -2.5765 -0.02 0.02 -0.03
H 0.8740 -4.6298 -2.3045 0.00 -0.04 -0.05
H -0.9363 -4.1149 -3.8157 -0.02 0.00 0.00
H -1.1674 -3.2574 -2.3119 0.03 -0.01 0.01
H -3.2878 -4.1330 -3.1431 0.00 -0.02 -0.01
H -2.9026 -4.8215 -1.5863 0.02 0.02 0.00
H -3.8240 -6.5331 -3.0193 0.02 -0.02 0.04
H -2.1566 -6.9381 -2.6800 0.00 0.02 0.02
H -3.1725 -5.6267 -5.2598 0.04 0.02 -0.01
H -2.7182 -7.3214 -5.0700 0.01 0.03 -0.05
H -1.4873 -6.0690 -4.9468 -0.01 0.02 -0.02
```
Forces are in eV/Å.

Computed properties:
DFT total energy (eV): -69975.97146
SMILES: [H]/N=C(/C)Cc1cc2c(cc1[PH2]=N)Sc1cc(CB(O)O)c([PH2]=N)cc1N2.CCCCCC.CCCCCC
LUMO (hartree): 0.0068
Highest occupied orbital energy (eV): -8.38
2S+1: 1
Orbital gap (Eh): 0.3149

# 2
Entry from OMol25: a structure of composition C6H8FeLiO6 (ωB97M-V/def2-TZVPD).

```
22
Properties=species:S:1:pos:R:3:forces:R:3
O -0.1097 0.1585 2.8141 1.08 -0.53 0.50
C -1.3909 1.8430 -0.7672 -0.54 0.74 1.72
C -0.5426 0.5541 1.7045 -1.65 0.28 0.03
O -2.4696 1.3710 -1.1709 -0.70 -0.43 -1.96
O -1.4270 2.4095 0.4367 0.02 0.05 -0.86
C -0.4428 2.0309 1.3944 0.78 -0.98 0.23
H -1.3131 -0.0716 1.2127 -0.01 0.42 -0.13
H 0.9109 0.9870 -1.8596 -1.99 -0.13 -1.78
H 0.5678 2.1717 0.9897 -0.07 0.72 0.12
H -0.6459 2.6168 2.3009 0.30 0.00 -0.29
Li 0.8503 -1.5117 2.7100 -0.29 0.06 -0.60
Fe -1.6181 1.4372 -2.9880 0.34 -0.18 1.66
O 0.1955 -2.3402 -0.6647 -0.69 0.36 -0.99
C 0.7084 -2.3038 0.5853 -0.42 1.05 1.71
C 0.7213 -1.4923 -1.6798 0.80 -1.08 -1.94
O 0.0026 -2.8361 1.4752 0.15 -0.34 -0.25
O 1.7183 -1.6090 0.8419 0.55 -0.05 -0.40
C 0.6263 0.0152 -1.4267 0.51 -0.57 4.29
H 0.2531 -1.8406 -2.6073 -0.38 0.02 0.28
H 1.7743 -1.7709 -1.8230 -0.14 0.14 0.14
H 1.7093 0.1484 -1.2149 -0.02 -0.35 1.89
H -0.0782 0.0328 -0.2633 2.36 0.79 -3.38
```
Forces are in eV/Å.

Computed properties:
DFT total energy (eV): -53220.81313
LUMO (spin up / spin down) (hartree): -0.0956 / -0.0909
⟨S²⟩: 8.8289
Highest occupied orbital energy (spin up / spin down) (eV): -4.74 / -8.73
2S+1: 6
Energy above the lowest of the compared OMol25 structures with the same formula, charge and spin (kcal/mol): 148.3
Orbital gap (spin up / spin down) (Eh): 0.0785 / 0.2298

# 3
Entry from OMol25: a cluster of 5 separate species, C8H14Br6Cl6 in total (ωB97M-V/def2-TZVPD).

```
34
Properties=species:S:1:pos:R:3:forces:R:3
Br 0.4790 -11.4194 14.7400 0.06 0.06 -0.31
C -0.0484 -13.1881 14.0691 0.06 0.00 1.11
C -0.7355 -13.8094 15.2651 -0.12 -0.59 1.12
Br -1.4634 -15.6060 14.9345 -0.25 0.38 -0.37
H 0.8833 -13.7016 13.8316 -0.31 0.04 -0.27
H -0.7291 -13.0414 13.2305 0.28 -0.07 0.07
H -1.4581 -13.1456 15.7396 -0.58 -0.23 -0.70
H -0.1327 -14.0721 16.1344 0.83 0.43 -0.54
Br 1.6146 -7.8367 14.2562 0.18 0.18 0.10
C 2.3735 -7.8945 16.0518 0.22 -0.93 0.24
C 3.6736 -8.7292 16.0430 -0.59 0.54 -1.43
Br 4.2252 -9.1547 17.8068 0.33 0.03 0.59
H 1.6131 -8.3830 16.6610 0.11 0.04 -0.05
H 2.5111 -6.8792 16.4236 0.15 -0.13 -0.24
H 4.4388 -8.2043 15.4711 0.22 0.28 0.52
H 3.5969 -9.6698 15.4975 -0.64 0.03 0.31
Br 6.7025 -14.0534 15.0478 -0.08 -2.35 0.72
C 6.9542 -12.2657 14.6671 0.83 1.24 -0.92
C 8.1737 -11.6347 15.3054 0.25 -0.47 0.29
Br 9.9424 -12.4069 14.6838 -1.36 0.48 0.45
H 6.0454 -11.8166 15.0677 0.25 0.54 -0.46
H 7.0635 -12.2661 13.5826 -0.51 0.63 0.07
H 8.0631 -11.8051 16.3763 0.65 0.08 0.02
H 8.2365 -10.5653 15.1039 0.01 -0.18 -0.11
C 3.7158 -11.2843 11.6101 0.40 -0.47 -0.81
Cl 5.0695 -12.1732 10.8404 -0.21 0.30 -0.10
Cl 4.1898 -10.8112 13.1938 0.37 0.79 0.74
Cl 2.3395 -12.3199 11.7506 -0.85 -0.61 -0.34
H 3.4365 -10.4451 10.9731 0.30 -0.03 0.26
C 3.7655 -7.2396 8.0905 -1.10 0.97 -0.58
Cl 4.5911 -5.6619 7.8544 -0.05 -0.79 0.71
Cl 2.1423 -7.0066 7.2018 1.25 -0.72 0.98
Cl 3.5194 -7.7499 9.8164 0.27 0.58 -1.43
H 4.3586 -7.9713 7.5418 -0.37 -0.05 0.37
```
Forces are in eV/Å.

Computed properties:
DFT total energy (eV): -503911.84738
SMILES: ClC(Cl)Cl.ClC(Cl)Cl.BrCCBr.BrCCBr.BrCCBr
LUMO (hartree): 0.0015
Highest occupied orbital energy (eV): -10.12
2S+1: 1
Energy above the lowest of the compared OMol25 structures with the same formula, charge and spin (kcal/mol): 29.1
Orbital gap (Eh): 0.3732

# 4
Entry from OMol25: a cluster of 4 separate species, C29H35BrNO6 in total (ωB97M-V/def2-TZVPD).

```
72
Properties=species:S:1:pos:R:3:forces:R:3
C 1.3205 2.6036 3.8627 -0.34 0.45 -0.11
C 1.6984 3.2833 2.3841 -0.36 0.62 1.26
C 0.6183 2.7879 1.2548 0.26 1.28 0.43
C -0.1353 4.1770 0.7074 0.39 -0.37 0.37
C 1.2696 2.0530 -0.0578 -3.59 1.47 -1.99
C -0.0449 1.4206 -0.8760 -0.99 -2.36 1.61
C -0.2984 0.0310 -0.0048 -0.18 -0.10 1.14
C 1.2140 -0.3380 0.6066 -3.43 -1.81 -1.08
N 2.1092 0.8047 0.0995 0.06 -1.50 -1.16
C 3.5322 0.8955 0.6041 2.68 1.29 -0.32
Br 3.7488 0.3312 2.5328 -0.35 0.54 -1.56
C 4.6291 0.0300 -0.2650 1.06 -0.94 0.55
C 4.1697 -1.5181 -0.5908 -0.57 0.28 -0.67
H 0.2315 2.9811 4.1522 2.26 -0.93 -0.67
H 1.3325 1.4336 3.8473 -0.08 2.24 -0.09
H 2.0284 2.9563 4.7252 -1.19 -0.60 -1.81
H 2.8236 3.1443 2.0950 -2.18 0.06 0.55
H 1.5495 4.4556 2.5535 0.43 -2.58 -0.52
H -0.1909 2.1383 1.8203 1.71 0.97 -1.51
H -0.4630 4.8325 1.6489 0.95 -1.47 -2.13
H 0.6972 4.7317 0.0562 -2.14 -0.90 1.39
H -1.1199 3.9593 0.1134 2.09 0.42 0.92
H 1.7280 2.7624 -0.8941 -0.28 -1.24 2.42
H -1.0745 1.9666 -0.7707 2.45 -0.46 -0.52
H 0.1265 1.0246 -1.9645 -0.04 1.29 1.89
H -0.8581 -0.8280 -0.6019 1.72 1.73 1.04
H -0.9523 0.1144 0.9896 1.17 0.49 -2.45
H 0.9970 -0.3964 1.7552 1.54 0.16 -2.32
H 1.4216 -1.3541 0.0227 0.42 2.25 1.94
H 2.2634 0.5033 -0.9097 -0.22 0.45 1.31
H 3.8536 2.0386 0.4840 -0.84 -2.57 0.64
H 5.0017 0.5851 -1.2507 -1.22 -1.06 2.06
H 5.6040 -0.0543 0.4180 -2.28 0.46 -1.40
H 3.5861 -2.0315 0.3113 1.51 1.19 -1.91
H 3.4361 -1.4543 -1.5233 1.40 -0.43 1.88
H 5.0883 -2.1892 -0.9249 -1.97 1.59 0.83
C -3.8224 -0.4370 1.0347 -0.22 -0.33 -0.20
C -4.5912 -1.5115 0.8330 0.33 0.38 -0.24
C -5.2767 -2.1843 1.9541 -0.65 -0.90 -0.15
O -5.9790 -3.1690 1.7706 0.58 0.79 0.14
C -5.0811 -1.6231 3.3056 0.21 0.32 0.32
C -4.3122 -0.5486 3.5072 -0.24 -0.30 0.15
C -3.6267 0.1242 2.3862 0.23 0.40 0.06
O -2.9245 1.1089 2.5696 -0.09 -0.40 -0.12
H -3.3119 0.0679 0.2237 -0.05 0.01 0.00
H -4.7452 -1.9348 -0.1523 -0.01 -0.01 0.05
H -5.5915 -2.1280 4.1166 0.00 -0.01 -0.04
H -4.1582 -0.1253 4.4926 0.00 0.02 -0.04
C 0.5595 -6.3257 0.5274 -0.32 0.14 -0.33
C -0.3335 -5.4214 0.1136 0.20 -0.35 -0.05
C -0.5554 -4.1671 0.8597 -0.49 0.32 -0.23
O -1.3739 -3.3397 0.4829 0.47 -0.22 0.17
C 0.2483 -3.9502 2.0791 0.34 -0.14 0.23
C 1.1412 -4.8545 2.4928 -0.19 0.51 0.11
C 1.3632 -6.1089 1.7467 0.73 -0.88 0.29
O 2.1817 -6.9362 2.1236 -0.65 0.74 -0.29
H 0.7340 -7.2512 -0.0077 0.02 0.01 0.05
H -0.9302 -5.5654 -0.7791 -0.01 0.03 0.05
H 0.0737 -3.0248 2.6142 -0.05 -0.01 0.02
H 1.7379 -4.7105 3.3855 -0.01 -0.05 -0.02
C -1.3997 3.5462 -5.8422 -0.31 0.01 0.38
C -1.9965 2.8530 -4.8678 0.07 0.36 -0.21
C -1.6718 1.4329 -4.6285 -0.39 -0.32 0.43
O -2.2191 0.7971 -3.7381 0.39 0.31 -0.31
C -0.6615 0.8095 -5.5062 0.30 0.04 -0.31
C -0.0647 1.5027 -6.4806 -0.01 -0.45 0.25
C -0.3894 2.9228 -6.7199 0.46 0.63 -0.86
O 0.1578 3.5586 -7.6103 -0.42 -0.53 0.75
H -1.6268 4.5882 -6.0316 0.02 -0.03 -0.03
H -2.7391 3.2962 -4.2151 0.00 -0.05 -0.02
H -0.4344 -0.2325 -5.3168 -0.05 0.00 -0.01
H 0.6779 1.0596 -7.1333 -0.03 0.05 -0.01
```
Forces are in eV/Å.

Computed properties:
DFT total energy (eV): -114443.14759
LUMO (hartree): -0.1422
Highest occupied orbital energy (eV): -12.25
2S+1: 1
Energy above the lowest of the compared OMol25 structures with the same formula, charge and spin (kcal/mol): 123.0
Net charge: +1
Orbital gap (Eh): 0.3080